Entry 1:
ORCA calculation (the ωB97M-V functional and the def2-TZVPD basis) on a 13-piece molecular cluster, H24NO15 overall in a non-equilibrium geometry.

Last column: Löwdin charge in e.
CARTESIAN COORDINATES (ANGSTROEM)
N -15.5776 -9.0911 -15.4841  -0.480
O -16.6896 -9.2381 -16.0826  -0.055
O -14.6362 -9.0096 -16.2370  0.026
O -15.5096 -8.4808 -14.3866  -0.055
O -13.8990 -7.7001 -18.6498  0.009
H -14.2920 -8.2814 -18.0704  -0.062
H -13.4469 -7.0705 -18.1305  0.039
O -12.4307 -11.3245 -16.6332  -0.087
H -12.4456 -11.4761 -17.6014  0.033
H -13.3274 -11.5818 -16.3544  -0.024
O -14.8470 -10.5961 -18.5426  -0.056
H -14.3160 -10.4828 -19.3353  0.088
H -14.5056 -10.0705 -17.7858  0.021
O -17.7414 -6.8083 -14.3369  -0.040
H -18.0214 -6.8672 -15.2124  -0.027
H -17.1744 -7.5983 -14.2572  0.000
O -13.9262 -10.6245 -13.7636  -0.029
H -14.5509 -9.8859 -13.7182  -0.006
H -13.1335 -10.2435 -13.4203  0.042
O -19.2507 -9.7305 -15.2752  -0.095
H -19.5415 -9.3014 -16.1277  0.064
H -18.2772 -9.6827 -15.2707  -0.014
O -14.8748 -8.1421 -11.5249  -0.003
H -15.1938 -7.3134 -11.2377  0.021
H -15.4811 -8.4175 -12.1551  -0.030
O -17.8328 -11.4651 -17.5865  -0.093
H -17.3115 -11.2100 -18.4199  0.059
H -17.5676 -10.6646 -17.0942  -0.020
O -13.8710 -6.3573 -14.5368  -0.055
H -14.3878 -7.1703 -14.6550  -0.021
H -13.9996 -5.9527 -15.3864  0.011
O -16.5065 -8.5164 -19.1804  -0.043
H -15.7877 -9.1023 -18.9693  -0.029
H -16.0812 -7.6743 -19.3393  0.034
O -16.5843 -6.7846 -17.1268  -0.079
H -16.5002 -7.4913 -16.4272  0.006
H -16.6986 -7.2768 -17.9627  -0.010
O -15.0818 -12.0643 -16.2888  -0.033
H -15.2802 -11.4702 -17.0092  -0.025
H -15.1365 -11.5454 -15.4865  0.017

- HOMO-LUMO gap (eV) = 9.94
- net charge = -1
- E_HOMO (Eh) = -0.28904
- energy above the lowest of the compared OMol25 structures with the same formula, charge and spin (eV) = 1.9988

=====

Entry 2:
ORCA calculation (the ωB97M-V functional and the def2-TZVPD basis) on H24NaO16S as an isolated structure in a non-equilibrium geometry.

Last column: Löwdin charge in e.
CARTESIAN COORDINATES (ANGSTROEM)
Na 3.1386 2.3858 -1.5457  0.785
S 0.4184 0.2190 -0.3838  0.346
O 1.6889 0.9085 -0.5848  -0.385
O -0.4948 0.5676 -1.4237  -0.353
O 0.6844 -1.2323 -0.3270  -0.309
O -0.1681 0.6129 0.8818  -0.324
O -1.5018 1.7213 4.2732  -0.053
H -0.8847 1.7583 3.5423  -0.021
H -1.1587 1.0324 4.8423  0.031
O 2.8539 -2.8428 -0.1667  -0.049
H 2.1982 -2.1618 -0.3170  -0.023
H 3.6877 -2.4248 -0.3820  0.030
O -2.3464 1.7472 -2.9989  -0.055
H -1.7925 1.4093 -2.2952  -0.029
H -2.5793 2.6319 -2.7172  0.034
O 2.9877 0.8977 1.8001  -0.044
H 3.5055 1.6888 1.6509  0.020
H 2.4504 0.8104 1.0128  -0.039
O -2.6058 -0.7512 -0.2275  -0.033
H -3.2378 -0.7678 -0.9462  0.053
H -1.9474 -0.1128 -0.5016  -0.021
O -0.5180 -1.3359 -3.1120  -0.048
H -0.9083 -0.8756 -3.8549  0.047
H -0.3940 -0.6579 -2.4478  -0.041
O 0.6521 2.8549 -2.8319  -0.031
H 0.3514 2.2925 -2.1181  -0.005
H 1.3012 2.3268 -3.2965  0.025
O 0.1623 -3.2302 0.9671  -0.061
H 1.0457 -3.5967 1.0056  0.031
H 0.2545 -2.4362 0.4406  -0.064
O -0.9778 -1.2624 2.5685  -0.066
H -0.8522 -1.9759 1.9428  -0.016
H -0.6971 -0.4779 2.0973  -0.042
O 0.5171 -3.6839 -2.1662  -0.071
H 0.7195 -3.5220 -1.2448  -0.025
H 0.3551 -2.8146 -2.5327  -0.031
O 0.5974 2.7000 2.3744  -0.060
H 0.3229 2.0111 1.7692  -0.032
H 1.3692 2.3412 2.8124  0.022
O -2.9356 1.3922 1.6022  -0.064
H -2.0271 1.1699 1.8054  -0.025
H -3.2348 0.6829 1.0333  -0.004

- HOMO-LUMO gap (eV) = 6.19
- net charge = -1
- E_HOMO (Eh) = -0.23284
- energy above the lowest of the compared OMol25 structures with the same formula, charge and spin (eV) = 2.2569

=====

Entry 3:
ORCA calculation (the ωB97M-V functional and the def2-TZVPD basis) on a 12-piece molecular cluster, H24O12 overall in a non-equilibrium geometry.

Last column: Löwdin charge in e.
CARTESIAN COORDINATES (ANGSTROEM)
O -0.1836 0.1195 0.5220  -0.137
H -0.2429 -0.8812 0.7430  0.132
H 0.6574 0.3053 0.1380  0.054
O 2.2460 -1.6089 -0.3330  0.007
H 3.1582 -1.8495 -0.4575  0.033
H 1.8916 -2.3443 -0.7180  0.003
O 1.1344 0.0660 3.6305  -0.004
H 0.5615 0.7343 3.9956  0.041
H 0.9915 0.0289 2.7275  -0.042
O 3.9209 3.2855 0.2348  -0.072
H 3.4531 2.8423 -0.4942  0.025
H 3.2826 3.8959 0.6241  0.030
O -0.4693 -0.8859 -1.7064  -0.084
H -0.0640 -0.9414 -0.8776  -0.069
H -0.6997 -1.8445 -1.7613  0.039
O -4.7215 1.5187 0.7566  -0.090
H -4.5521 1.2455 -0.2105  0.079
H -3.8183 1.7306 0.9493  -0.033
O 0.8203 -0.5446 -3.5268  -0.074
H 1.5369 0.0955 -3.6541  0.038
H 0.0635 -0.0382 -3.8085  0.030
O 4.4415 0.3142 -0.4033  -0.045
H 4.1531 -0.5054 0.0019  0.002
H 4.4083 0.0896 -1.3536  0.053
O -2.7379 3.2463 -0.4031  -0.047
H -2.5126 3.4524 -1.2940  0.026
H -3.6818 3.5047 -0.4747  0.062
O -0.2805 -3.7051 3.1514  -0.010
H -1.1279 -3.8624 2.9054  -0.031
H -0.1560 -2.7679 2.9287  0.035
O -1.4739 0.9865 1.4521  -0.108
H -1.2628 1.8940 1.0007  0.109
H -0.7655 0.8214 2.0405  -0.009
O -2.4565 -2.5136 -2.1268  -0.042
H -3.1848 -2.7346 -2.7463  0.075
H -2.3292 -3.1498 -1.4522  0.021

- HOMO-LUMO gap (eV) = 8.31
- E_HOMO (Eh) = -0.31374
- energy above the lowest of the compared OMol25 structures with the same formula, charge and spin (eV) = 8.1294
- SMILES string = O.O.O.O.O.O.O.O.O.O.O.O

=====

Entry 4:
ORCA calculation (the ωB97M-V functional and the def2-TZVPD basis) on a 12-piece molecular cluster, H24O12 overall in a non-equilibrium geometry.

Last column: Löwdin charge in e.
CARTESIAN COORDINATES (ANGSTROEM)
O -0.6917 2.4470 -0.4170  -0.055
H -1.2708 3.0730 0.1254  0.079
H -1.0234 1.6579 -0.7392  -0.042
O -0.0153 -3.1630 -2.6084  -0.104
H 0.3661 -2.6454 -1.8376  0.030
H -0.3116 -2.3505 -3.0933  0.036
O -4.3014 -1.0017 0.0489  -0.152
H -3.3717 -0.7579 0.3043  0.023
H -4.1384 -0.5885 -0.9481  0.124
O 3.5499 -1.5013 2.1447  -0.061
H 2.7691 -0.9745 2.4353  0.016
H 4.0894 -1.3177 2.9001  0.019
O 3.8570 1.6010 -0.4255  0.030
H 3.6634 1.8109 -1.3625  0.065
H 3.1374 1.3692 -0.0466  -0.106
O 3.0926 1.0622 3.1495  -0.022
H 2.9953 1.3132 4.0591  0.042
H 2.2541 0.7289 2.9401  -0.051
O -2.4646 1.9142 -3.3979  -0.001
H -2.3713 2.8095 -3.1339  0.022
H -1.6260 1.6473 -3.2687  -0.092
O 0.3479 0.9662 2.6267  0.017
H -0.1609 1.1537 1.8801  0.001
H 0.1205 1.3085 3.4486  0.027
O 1.1862 -0.7262 -0.2654  0.091
H 1.2485 -0.9904 0.5781  -0.009
H 1.8961 -0.8964 -0.7228  -0.026
O -3.0424 2.0244 1.7328  -0.130
H -3.4145 2.2327 2.6301  0.055
H -3.7385 2.4886 1.0933  0.113
O -0.2902 0.4534 -2.6678  -0.091
H 0.4575 0.7864 -3.2083  0.074
H 0.2998 0.2109 -1.8455  0.069
O -1.1230 -4.3640 -0.1280  -0.085
H -2.0473 -4.6128 -0.5406  0.109
H -0.6608 -5.1547 0.0123  -0.012

- HOMO-LUMO gap (eV) = 10.53
- E_HOMO (Eh) = -0.39399
- energy above the lowest of the compared OMol25 structures with the same formula, charge and spin (eV) = 5.1814
- SMILES string = O.O.O.O.O.O.O.O.O.O.O.O

=====

- Look up the energy above the lowest of the compared OMol25 structures with the same formula, charge and spin of the fourth one.
  5.1814 eV

=====

- The highest E_HOMO belongs to which entry?
  H24NaO16S

=====

- What is the HOMO-LUMO gap in the third record?
  8.31 eV

=====

- Among the records above, which one has the lowest energy above the lowest of the compared OMol25 structures with the same formula, charge and spin?
  H24NO15